# 1
{"formula": "C72H152N8O8", "method": "the ωB97M-V functional and the def2-TZVPD basis", "species": ["H", "C", "C", "H", "H", "H", "H", "H", "N", "C", "H", "H", "C", "C", "H", "H", "H", "C", "C", "H", "H", "H", "C", "H", "C", "H", "H", "C", "C", "H", "H", "H", "C", "C", "N", "H", "C", "O", "C", "H", "H", "H", "H", "C", "H", "H", "N", "C", "H", "H", "H", "H", "C", "C", "H", "H", "H", "H", "H", "H", "H", "H", "C", "H", "C", "C", "H", "H", "H", "C", "O", "H", "H", "C", "C", "H", "H", "H", "H", "H", "C", "C", "C", "H", "C", "C", "H", "C", "O", "H", "C", "H", "C", "H", "C", "C", "H", "H", "H", "C", "N", "H", "C", "H", "H", "H", "H", "C", "H", "H", "H", "N", "H", "H", "H", "H", "H", "C", "H", "C", "H", "H", "H", "H", "C", "H", "C", "C", "H", "H", "H", "H", "H", "H", "H", "C", "N", "H", "H", "H", "H", "H", "H", "C", "H", "H", "H", "C", "C", "H", "H", "C", "H", "H", "C", "H", "C", "C", "C", "H", "H", "H", "H", "H", "H", "H", "C", "H", "H", "H", "C", "H", "H", "H", "H", "H", "H", "C", "C", "H", "O", "H", "H", "H", "H", "O", "H", "H", "H", "N", "H", "C", "H", "C", "O", "H", "H", "H", "H", "H", "H", "H", "H", "H", "H", "H", "C", "C", "H", "H", "N", "H", "H", "H", "C", "H", "H", "H", "C", "C", "C", "C", "H", "C", "H", "H", "H", "H", "H", "H", "H", "O", "C", "C", "C", "O", "C", "C", "H", "C"], "coordinates": [[-4.524, 1.151, 0.509], [-8.961, 3.792, -0.879], [-0.238, 0.953, 0.226], [-4.195, 5.052, -4.469], [-4.275, 0.972, -5.730], [-0.706, 1.525, 2.219], [2.734, -7.181, -2.363], [-1.828, -7.956, 2.803], [-7.892, 1.720, -0.057], [-1.383, -5.272, -0.201], [-0.906, -0.016, -4.348], [-8.726, 1.779, -2.713], [-2.049, -3.923, -0.006], [-2.993, -0.794, 4.436], [7.642, -6.068, -2.726], [3.030, -0.870, -1.183], [2.456, 2.329, 8.475], [-1.989, 0.110, -4.353], [-7.790, 2.853, -1.077], [1.430, 3.796, 4.195], [-0.623, 0.361, 5.497], [1.028, -4.704, 0.254], [-6.408, -0.327, -0.568], [7.998, -6.309, -0.446], [2.857, 1.655, 5.105], [1.506, -0.602, -2.134], [-2.363, -0.057, -3.342], [3.457, -6.972, 0.495], [-1.405, 4.747, -4.780], [4.211, -6.598, -4.573], [-3.037, 3.950, -1.779], [6.824, 2.212, -6.772], [-2.360, 1.547, -4.873], [-4.479, 3.073, -5.221], [4.650, 4.696, -6.177], [-1.375, 1.659, 4.710], [-6.458, 3.565, -0.747], [-3.608, 0.531, 7.800], [3.514, 2.955, 4.656], [4.503, -4.330, -3.718], [-4.052, -1.820, 9.158], [-2.353, -0.728, -4.947], [5.370, 1.977, 3.973], [4.424, -6.132, -0.386], [-0.733, 1.639, -6.348], [4.296, 2.150, 2.662], [-3.445, -0.415, 6.776], [-4.002, 1.318, 5.182], [-2.010, 2.662, -6.843], [-4.187, 3.362, -6.230], [-0.783, -0.827, -0.780], [3.772, 1.198, -2.330], [0.591, -6.928, 2.779], [2.475, 3.873, 3.895], [-7.724, 3.120, -3.214], [-2.295, -7.107, -1.102], [3.753, 2.402, -4.532], [-3.446, -3.324, 8.533], [2.449, -6.812, 0.113], [4.604, 5.377, 7.910], [-7.189, 1.013, 2.614], [-1.152, -8.215, 1.144], [4.619, 2.657, 3.571], [2.675, 0.993, 1.191], [5.375, -6.092, -2.752], [5.160, 3.311, -5.893], [-1.610, 4.692, -5.849], [-0.982, -4.387, 3.329], [-2.871, -0.415, 3.422], [-1.399, -1.385, 7.881], [-9.016, 0.892, -0.213], [-5.384, 2.296, 1.495], [-2.363, -2.866, 3.985], [5.393, -4.598, -3.149], [-5.426, 1.762, 0.545], [-7.108, 1.514, -2.759], [5.327, -4.001, -2.240], [2.136, 6.420, -7.684], [-1.176, -5.026, -2.338], [6.871, -7.596, -2.174], [5.889, 2.689, -7.067], [-6.683, 0.910, 0.351], [2.648, 2.456, -6.417], [-6.675, 4.174, 0.130], [-6.887, 0.303, 1.844], [6.993, -6.075, -0.796], [-5.449, -0.765, -0.289], [-2.937, 0.268, 5.521], [0.645, 2.941, -0.721], [-7.199, -1.058, -0.401], [5.872, -6.525, 0.117], [-8.930, 4.620, -1.586], [-2.521, -6.440, -0.271], [0.890, -7.700, 2.070], [-7.801, 2.311, -2.489], [4.388, 4.343, 8.180], [2.100, 1.368, 4.376], [4.936, -7.950, -3.642], [5.937, -6.940, -4.708], [-2.777, -1.638, 7.241], [4.113, 3.664, 5.794], [-4.360, 3.378, -0.324], [0.204, 1.294, 1.665], [1.359, -6.155, 2.805], [3.610, -8.046, 0.382], [0.587, 0.476, 2.276], [-0.336, 4.597, -4.632], [-1.547, 0.939, 5.510], [-1.441, -3.062, 0.274], [-4.031, -1.126, 4.463], [-9.683, 1.261, 0.370], [4.326, -6.434, -1.815], [0.926, 2.097, 1.811], [-1.057, -2.302, 8.361], [4.320, 1.327, -5.680], [1.734, 0.706, 6.686], [5.077, -4.001, -0.211], [5.088, -6.940, -4.024], [1.772, -0.901, 0.943], [-3.844, 4.054, -4.208], [3.859, -4.262, 0.868], [3.659, 7.017, -7.037], [-3.467, -3.279, 6.028], [0.223, -4.477, -1.399], [1.289, -1.151, -0.001], [1.348, -2.225, -0.181], [-2.307, 4.447, -2.418], [-1.820, 1.714, -6.340], [-4.396, 0.172, 8.213], [-2.505, -5.136, 2.827], [-0.349, 2.017, -2.894], [2.815, 2.654, -2.036], [2.588, 6.443, -5.896], [-4.838, -2.496, 7.841], [2.649, 4.934, 4.074], [-1.495, -5.338, 3.185], [-0.391, -5.549, 0.885], [-1.552, 1.453, 6.471], [-4.405, 1.414, -3.983], [6.017, -7.594, 0.274], [-1.537, -5.842, 4.150], [1.130, 2.269, 6.252], [-1.565, 5.817, -4.644], [3.048, 1.490, 0.295], [-1.183, -1.857, 4.557], [6.977, -4.997, -0.635], [0.573, -7.490, 3.713], [-2.329, 3.947, -3.835], [-3.913, 1.621, -4.934], [3.841, 1.717, 7.665], [1.438, 4.075, -7.048], [2.013, -0.477, -1.177], [-1.264, 4.428, -2.099], [-2.092, 1.261, -0.997], [3.945, 2.348, -5.604], [-3.475, -5.975, -0.520], [-3.831, -2.351, 8.232], [2.962, 2.343, 7.509], [-5.231, 2.743, -0.490], [-0.703, -0.962, 0.984], [7.030, 3.633, -4.778], [-2.221, 1.001, -7.061], [0.842, 3.169, -1.632], [3.087, 2.566, 0.466], [-2.958, -3.961, 0.593], [-6.209, 4.258, -1.550], [-1.562, -7.494, 1.852], [-3.343, -8.124, 0.782], [-3.591, -6.544, 1.519], [-4.917, 2.224, -1.395], [-1.703, 1.333, 0.018], [-5.568, 3.023, -5.203], [-2.666, 5.476, -2.432], [-9.891, 3.246, -1.037], [2.575, 5.720, 6.664], [2.190, 1.386, -3.024], [-0.625, -1.068, 7.183], [6.789, -6.510, -2.211], [-0.185, -0.590, 0.100], [6.020, -6.098, 1.109], [0.524, -4.515, 1.049], [-2.025, 2.352, 0.238], [1.839, 1.763, -6.188], [6.280, -4.351, -3.732], [2.212, 4.475, -5.512], [4.801, 4.759, 5.402], [1.519, 4.461, 6.320], [-3.732, 1.963, 4.345], [3.531, 0.799, 5.057], [-1.915, 2.541, -3.831], [1.694, 4.731, 7.953], [3.483, 4.896, -7.073], [4.036, 1.032, 0.249], [5.989, 3.379, -4.583], [-0.475, 2.374, -3.776], [-0.048, -6.219, -1.655], [3.292, -6.674, 1.530], [5.716, 4.477, 5.344], [-4.986, 0.967, 4.873], [-9.090, 4.171, 0.135], [-7.765, -0.333, 1.955], [-2.391, 0.808, 0.681], [5.508, 3.883, -3.745], [2.838, 2.067, -7.417], [-6.044, -0.214, 2.303], [2.435, 3.739, 2.814], [2.369, 4.010, -6.485], [-2.850, -7.188, 1.045], [3.726, 3.517, -8.698], [-4.466, 3.888, -3.328], [0.728, 1.605, -0.736], [4.073, 4.351, 9.223], [5.306, 3.457, 3.295], [5.417, 1.950, -7.715], [2.289, 4.738, 7.040], [-1.375, -0.598, 8.635], [5.324, 3.798, 8.058], [-6.194, -0.174, -1.626], [2.897, 6.246, -6.923], [4.148, -4.567, -0.138], [-0.681, -6.222, 2.219], [3.744, 4.592, -8.517], [-2.352, -3.576, -0.993], [2.769, 1.568, -2.118], [3.436, -4.145, -0.847], [6.306, 3.433, -7.747], [-4.247, 2.141, 5.853], [-1.761, -3.267, 6.416], [6.187, 2.358, -4.255], [4.611, 5.046, -8.996], [2.933, 4.996, -9.123], [5.734, 5.592, -6.331], [-0.533, -5.257, -1.489], [3.452, 3.708, 7.055], [2.100, 1.029, -0.904], [3.042, -6.272, -2.323], [-2.245, -2.054, 4.703], [2.052, 1.712, 6.414], [5.489, 6.300, -5.730], [-2.587, -2.638, 6.085]], "multiplicity": 2, "orbital_gap_ev": [7.78, 3.47], "total_charge": 1}

***

# 2
{"formula": "C24H39BrClNO8S2", "method": "the ωB97M-V functional and the def2-TZVPD basis", "species": ["S", "C", "H", "H", "H", "C", "C", "H", "H", "H", "S", "H", "C", "H", "H", "C", "C", "C", "H", "H", "H", "H", "H", "H", "C", "O", "O", "H", "H", "H", "H", "H", "H", "C", "H", "C", "O", "Cl", "C", "O", "H", "C", "H", "C", "C", "H", "H", "C", "C", "H", "N", "H", "C", "O", "C", "C", "C", "O", "C", "C", "H", "H", "C", "C", "Br", "H", "H", "H", "O", "O", "H", "H", "H", "H", "H", "H"], "coordinates": [[-1.837, 2.693, 3.400], [-1.418, -0.034, -0.503], [-1.959, 0.647, 1.391], [-4.218, 1.669, 0.195], [-3.905, 3.569, 2.514], [1.582, -3.532, -1.810], [6.761, -1.125, -0.131], [-0.489, -3.934, -1.291], [-7.946, 3.129, 4.337], [7.742, 0.545, 0.881], [3.326, 3.082, -1.219], [2.098, -3.073, -2.652], [2.171, 3.531, -2.534], [-2.570, -1.821, 0.768], [-0.826, 1.950, -1.019], [1.146, 1.456, -2.849], [-0.674, 0.896, -1.188], [-0.232, -1.786, -1.608], [-3.068, 1.922, -1.093], [5.478, -1.001, 1.604], [-4.900, -3.876, -0.840], [1.899, 4.569, -2.360], [-1.632, 3.203, 0.722], [-2.888, -2.883, -1.799], [-7.006, 2.885, 2.379], [-1.762, 1.325, 3.839], [2.802, 3.554, 0.026], [-3.268, -0.264, 0.594], [-4.233, -3.794, 0.792], [5.762, -2.641, 1.022], [-0.225, -3.410, -2.929], [4.400, 3.849, -1.538], [6.581, -1.313, -1.190], [-7.011, 2.760, 3.917], [-6.182, 3.334, 4.341], [5.569, -1.614, 0.707], [1.857, 1.124, -3.756], [-2.446, 3.788, 4.987], [-3.173, 2.819, 2.231], [-0.635, 3.258, 2.862], [-4.646, -2.305, -0.060], [3.773, -2.946, -0.606], [2.053, -3.945, 0.219], [0.070, -3.230, -1.891], [-1.936, -2.352, 0.084], [7.647, -1.681, 0.175], [3.472, -1.149, 0.585], [-2.700, 3.001, 0.777], [2.241, -3.132, -0.483], [4.371, -0.904, -0.920], [-1.162, -1.366, -0.703], [1.230, -1.163, -3.022], [4.233, -1.573, -0.069], [3.634, 1.688, -1.370], [-4.243, -3.310, -0.184], [7.037, 0.375, 0.071], [-2.474, 0.454, 0.445], [-8.012, 3.364, 1.840], [-3.150, 1.771, -0.016], [0.286, 0.492, -2.090], [-3.718, 1.881, 2.302], [-2.427, -4.269, -0.755], [0.478, -0.855, -2.312], [-2.832, -3.261, -0.779], [-0.796, -3.353, 1.292], [1.771, -2.246, -0.055], [6.107, 0.906, 0.278], [-3.262, 3.841, 0.371], [1.024, 2.732, -2.388], [-5.947, 2.477, 1.814], [7.459, 0.802, -0.840], [4.264, -3.731, -0.034], [2.654, 3.463, -3.508], [4.034, -3.033, -1.661], [1.675, -4.614, -1.912], [-6.879, 1.715, 4.204]], "orbital_gap_ev": 3.98, "total_charge": 0}

***

Result set for relative energy (zero: lowest compared OMol25 entry of this formula, charge and spin): 0.000; 0.000 eV, one per record in the order listed.